Formula: C16H23IN2O5
Source: the OMol25 dataset
Level of theory: the ωB97M-V functional and the def2-TZVPD basis

Its relative energy (zero: lowest compared OMol25 entry of this formula, charge and spin) is 0.0 kcal/mol. The calculation puts the total energy at -38285.2923 eV. The calculation puts the orbital gap at 9.0 eV. As for the structure (SMILES): CNC(=O)[C@H](CC(C)C)NC(C)=O.O=C(O)c1ccc(O)c(I)c1.

Last column: Löwdin charge in e.
Geometry (Å):
C1 -4.790 2.071 -2.317  -0.05
N1 -3.562 1.282 -2.410  0.03
C2 -2.648 1.170 -1.440  -0.45
O1 -2.737 1.776 -0.375  0.05
C3 -1.430 0.273 -1.745  -0.21
C4 -0.716 -0.270 -0.489  -0.12
C5 -1.603 -1.126 0.438  -0.42
C6 -2.093 -2.409 -0.241  -0.07
C7 -0.803 -1.528 1.677  -0.08
N2 -0.452 0.984 -2.575  0.11
C8 -0.623 1.227 -3.874  -0.54
C9 0.442 2.052 -4.557  0.00
O2 -1.589 0.820 -4.509  0.03
H1 -5.152 2.316 -3.316  0.08
H2 -4.598 2.996 -1.770  0.08
H3 -5.553 1.500 -1.785  0.08
H4 -3.336 0.849 -3.299  0.11
H5 -1.792 -0.580 -2.320  0.14
H6 0.140 -0.870 -0.804  0.13
H7 -0.336 0.577 0.084  0.11
H8 -2.469 -0.553 0.764  0.13
H9 -1.244 -2.994 -0.595  0.08
H10 -2.665 -3.001 0.473  0.08
H11 -2.745 -2.166 -1.078  0.07
H12 0.080 -2.098 1.389  0.08
H13 -1.425 -2.131 2.338  0.08
H14 -0.499 -0.630 2.215  0.07
H15 0.360 1.367 -2.120  0.15
H16 1.378 1.498 -4.562  0.08
H17 0.567 2.993 -4.023  0.08
H18 0.129 2.253 -5.581  0.09
O3 0.905 1.635 3.124  0.09
C10 1.946 1.506 2.504  -0.48
O4 2.376 2.422 1.607  0.11
C11 2.764 0.301 2.732  -0.14
C12 4.004 0.141 2.089  0.00
C13 4.775 -1.006 2.305  0.00
C14 4.325 -2.009 3.160  -0.36
O5 5.096 -3.120 3.353  0.02
C15 3.093 -1.870 3.810  -0.48
I1 2.336 -3.478 5.186  0.81
C16 2.325 -0.720 3.597  -0.07
H19 1.695 3.112 1.627  0.13
H20 4.379 0.912 1.418  0.12
H21 5.733 -1.127 1.810  0.12
H22 4.641 -3.721 3.967  0.01
H23 1.372 -0.628 4.113  0.11

Formula: C16H23IN2Pb
Source: the OMol25 dataset
Level of theory: the ωB97M-V functional and the def2-TZVPD basis

Its total charge is +2. Its relative energy (zero: lowest compared OMol25 entry of this formula, charge and spin) is 9.5 kcal/mol. The calculation puts the total energy at -33276.1137 eV. The calculation puts the orbital gap (alpha / beta) at 5.3 / 4.7 eV.

Last column: Löwdin charge in e.
Geometry (Å):
C1 2.604 3.204 0.563  -0.25
C2 3.376 1.890 0.358  -0.24
H1 2.176 3.589 -0.372  0.08
H2 3.280 3.989 0.958  0.11
H3 1.800 3.140 1.335  -0.09
H4 3.019 1.294 -0.493  0.01
H5 4.416 2.117 0.077  0.11
H6 3.432 1.257 1.260  0.07
C3 -2.371 1.312 -0.839  -0.16
C4 -3.666 1.149 -1.326  -0.01
C5 -3.944 0.001 -2.077  0.01
C6 -2.925 -0.927 -2.288  0.03
H7 -2.114 2.206 -0.254  0.01
H8 -4.418 1.908 -1.118  0.13
H9 -4.929 -0.177 -2.485  0.13
H10 -3.084 -1.806 -2.897  0.11
N1 -1.396 0.397 -1.007  -0.05
C7 -1.661 -0.737 -1.709  -0.19
C8 -0.580 -1.748 -1.795  -0.20
N2 0.617 -1.467 -1.213  0.02
C9 1.578 -2.406 -1.226  -0.12
C10 0.205 -3.964 -2.424  -0.01
C11 1.420 -3.672 -1.807  -0.01
H11 2.522 -2.137 -0.746  0.12
H12 2.237 -4.385 -1.759  0.12
C12 -0.795 -2.988 -2.441  0.03
H13 -1.753 -3.167 -2.931  0.11
H14 0.023 -4.931 -2.886  0.13
Pb1 0.690 1.076 0.229  1.32
I1 -0.720 3.009 2.078  0.76
C13 1.362 0.022 3.703  -0.08
C14 0.102 -0.682 3.211  -0.48
C15 -1.176 -0.153 3.865  -0.07
C16 0.088 -0.681 1.693  -0.19
H15 1.313 1.094 3.470  0.04
H16 2.254 -0.412 3.233  0.09
H17 1.469 -0.086 4.788  0.10
H18 0.172 -1.742 3.519  0.17
H19 -1.340 0.906 3.614  -0.02
H20 -2.052 -0.729 3.542  0.10
H21 -1.096 -0.242 4.956  0.11
H22 -0.905 -0.872 1.269  0.08
H23 0.793 -1.437 1.315  0.07

Question: relative energy (zero: lowest compared OMol25 entry of this formula, charge and spin) of number 2 (C16H23IN2Pb)?
Answer: 9.5 kcal/mol

Question: Among the records above, which one has the highest relative energy (zero: lowest compared OMol25 entry of this formula, charge and spin)?
Answer: C16H23IN2Pb